The following is a quantum chemistry calculation of a molecular structure, C30H36GeN5O10SW at a distorted geometry, from OMol25.

Structure (XYZ):
```
84
Properties=species:S:1:pos:R:3:mulliken_spin:R:1
W 1.5287 -0.5109 0.0121 0.924
N 2.4940 -2.5581 1.7838 -0.008
C 2.5251 -1.9851 3.1099 0.001
C 2.1186 -0.5216 3.0989 0.004
O 1.9731 0.0861 4.1332 0.017
O 1.8682 0.0030 1.9254 -0.014
H 2.1599 -3.5132 1.7785 0.000
H 3.4331 -2.5885 1.4169 -0.005
H 3.5136 -2.0571 3.5649 0.000
H 1.8195 -2.4736 3.7779 0.000
O -4.3225 3.3400 -2.1611 0.000
C -3.2705 3.2394 -2.8286 0.000
O -2.8669 3.8453 -3.8380 0.000
C -2.2767 2.1823 -2.2779 0.001
C -2.6235 1.3739 -1.2181 -0.001
C -1.6754 0.5386 -0.6468 0.000
N -0.4264 0.4691 -1.0864 0.033
C -0.1175 1.1838 -2.1547 0.007
C -0.9847 2.0423 -2.7809 -0.002
C 1.2986 1.0153 -2.5907 0.016
O 1.7915 1.4929 -3.5667 -0.002
O 1.9683 0.2601 -1.7311 -0.038
H -3.6346 1.4418 -0.8353 0.000
H -1.9204 -0.0880 0.1972 -0.009
H -0.6601 2.6254 -3.6332 0.000
C -3.3063 1.5214 2.0157 0.001
C -2.7869 2.8857 1.5859 -0.001
N -2.0956 3.6072 2.6558 0.000
C -2.8531 3.9669 3.8554 0.000
C -2.5119 3.0859 5.0504 0.000
C -0.8505 4.1246 2.5404 0.002
O -0.3767 4.9153 3.3455 0.000
C 0.0236 3.6626 1.4039 -0.007
C 0.5716 4.5853 0.5369 0.001
C 1.5148 4.1589 -0.3758 -0.006
C 1.8687 2.8225 -0.3911 0.015
N 1.3230 1.9262 0.4145 0.031
C 0.4277 2.3388 1.3035 0.009
H -3.7955 1.0352 1.1685 0.001
H -4.0444 1.6060 2.8160 0.000
H -2.4921 0.8800 2.3655 -0.001
H -3.6158 3.5007 1.2262 0.000
H -2.1021 2.7727 0.7523 0.001
H -3.9125 3.9035 3.6036 0.000
H -2.6225 5.0019 4.0966 0.000
H -2.6748 2.0309 4.8241 0.000
H -3.1280 3.3542 5.9127 0.000
H -1.4625 3.2197 5.3198 0.000
H 0.2678 5.6243 0.5890 0.000
H 1.9805 4.8453 -1.0712 0.000
H 2.6450 2.4606 -1.0536 0.007
H 0.0447 1.5820 1.9766 -0.009
C -2.5551 -3.4848 1.3093 0.002
Ge -1.2323 -2.7963 0.0025 -0.006
C -2.4246 -2.3334 -1.4759 0.004
C -0.1551 -4.4030 -0.3405 0.006
C -0.1899 -1.4351 1.0054 -0.025
H -3.1477 -4.2759 0.8358 0.000
H -3.2441 -2.6945 1.6322 0.000
H -2.0749 -3.9006 2.2026 0.000
H -2.6909 -3.2786 -1.9602 0.001
H -1.9756 -1.6796 -2.2204 -0.001
H -3.3397 -1.8833 -1.0839 0.000
H -0.5007 -5.2097 0.3092 0.000
H 0.8994 -4.2117 -0.1438 0.000
H -0.2530 -4.7203 -1.3819 0.000
H 0.1481 -2.0150 1.8534 0.006
H -0.8929 -0.7028 1.4055 0.014
O 0.4771 -2.1717 -2.3747 0.017
C 1.6566 -2.3946 -2.1966 -0.024
N 2.2735 -2.1886 -0.9748 0.028
S 3.9466 -1.7335 -1.0763 0.345
O 3.5776 -0.5937 0.0283 0.153
O 4.7857 -2.6856 -0.3445 0.092
C 3.9113 -2.7232 -2.8808 0.329
C 4.9430 -3.0581 -3.7285 0.010
C 4.6017 -3.5710 -4.9758 0.022
C 3.2674 -3.6941 -5.3645 -0.011
C 2.2468 -3.3121 -4.5040 0.013
C 2.5919 -2.8280 -3.2529 0.043
H 5.9816 -2.9453 -3.4380 0.008
H 5.3885 -3.8727 -5.6567 0.002
H 3.0292 -4.0861 -6.3445 0.000
H 1.2014 -3.3786 -4.7809 0.003
```

Properties
E_LUMO (spin up / spin down) in eV: 1.2 / 0.9
Gap between HOMO and LUMO (spin up / spin down) in eV: 7.08 / 6.90
Maximum force in eV/A: 1.4
Molecular weight in u: 915.16
2S+1: 3
Energy relative to the best compared isomer or geometry (same formula, charge and spin) in kcal/mol: 49.9
Net charge: -1
Calculated total energy in eV: -128799.49975